#1
Computed, not measured: a cluster of 2 separate species, C7H14 in total, with ωB97M-V/def2-TZVPD.

Computed properties:
**Frontier orbital gap (spin up / spin down)**: 5.486 / 5.277 eV
**E_LUMO (spin up / spin down)**: 4.28 / 4.27 eV

ORCA input file:
```
! RIJCOSX wB97M-V def2-TZVPD def2/J DEFGRID3
* xyz -1 2
C 2.17 -1.86 -0.25
C 2.20 -0.36 0.10
C 1.02 0.43 -0.39
C 0.11 0.93 0.53
C -0.07 0.58 1.93
C -0.99 1.84 0.40
C -1.31 2.31 -1.02
H 2.00 -2.06 -1.31
H 1.36 -2.36 0.29
H 3.10 -2.39 0.02
H 2.24 -0.32 1.20
H 3.18 0.07 -0.16
H 0.88 0.37 -1.46
H -4.76 -4.20 -1.18
H -0.56 -0.32 2.30
H -0.10 1.45 2.58
H -1.60 2.26 1.18
H -4.79 -3.66 -0.65
H -2.09 3.08 -1.07
H -0.36 2.74 -1.37
H -1.62 1.48 -1.69
*
```

#2
Computed, not measured: the ion C7H14 with charge -1, with ωB97M-V/def2-TZVPD.

Computed properties:
**Frontier orbital gap (spin up / spin down)**: 2.122 / 10.176 eV
**E_LUMO (spin up / spin down)**: 3.71 / 3.56 eV

ORCA input file:
```
! RIJCOSX wB97M-V def2-TZVPD def2/J DEFGRID3
* xyz -1 2
C -2.97 -0.18 0.36
C -2.00 0.10 -0.76
C -0.56 -0.41 -0.50
C 0.06 0.37 0.66
C 1.53 0.11 0.91
C 2.40 0.37 -0.27
C 3.47 -0.30 -0.67
H -4.00 -0.11 0.02
H -3.00 0.52 1.19
H -2.88 -1.18 0.78
H -2.36 -0.36 -1.68
H -1.93 1.18 -0.95
H -0.65 -1.43 -0.15
H 0.03 -0.24 -1.39
H -0.54 0.21 1.54
H -0.08 1.44 0.47
H 1.73 -0.88 1.30
H 1.81 0.79 1.71
H 2.09 1.20 -0.91
H 3.83 -1.16 -0.11
H 4.00 -0.05 -1.58
*
```

#2 has the most favorable energy; the next structure is 53.1 kcal/mol above.

#1
Computed, not measured: a structure of composition C4H11N2OS, with ωB97M-V/def2-TZVPD.

Computed properties:
**Frontier orbital gap**: 5.546 eV
**E_LUMO**: -8.88 eV

ORCA input file:
```
! RIJCOSX wB97M-V def2-TZVPD def2/J DEFGRID3
* xyz 1 1
N -0.57 -0.70 0.75
C -1.16 0.21 -0.21
C -0.79 -0.26 -1.61
C 0.66 0.19 -1.95
S 1.68 -0.04 -0.53
C -2.73 0.09 -0.01
N -2.96 0.33 1.38
O -3.40 -0.07 -1.01
H 0.47 -0.75 0.70
H -0.87 -0.49 1.71
H -2.92 -0.77 0.90
H -0.82 1.24 -0.03
H -1.53 0.11 -2.32
H -0.83 -1.36 -1.55
H 1.08 -0.38 -2.77
H 0.69 1.24 -2.24
H 8.82 0.70 3.68
H 9.11 0.03 3.56
H -3.91 0.68 1.54
*
```

#2
Computed, not measured: the ion C4H11N2OS with charge +1, with ωB97M-V/def2-TZVPD.

Computed properties:
**Frontier orbital gap**: 8.982 eV
**E_LUMO**: -3.55 eV

ORCA input file:
```
! RIJCOSX wB97M-V def2-TZVPD def2/J DEFGRID3
* xyz 1 1
N 1.74 2.02 -0.66
C 1.62 0.69 -0.53
O 2.54 -0.09 -0.40
C 0.22 0.01 -0.58
N 0.45 -1.30 -1.27
C -0.38 -0.14 0.79
C -1.86 -0.51 0.75
S -2.78 0.14 2.24
H 2.71 2.30 -0.66
H 1.00 2.68 -0.77
H -0.49 0.55 -1.21
H 0.57 -1.24 -2.29
H -0.39 -1.85 -1.10
H 1.28 -1.74 -0.86
H -0.26 0.78 1.37
H 0.14 -0.84 1.45
H -2.37 -0.11 -0.12
H -1.98 -1.60 0.77
H -1.74 0.27 3.08
*
```

#2 has the most favorable energy; the next structure is 185.3 kcal/mol above.

#1
Computed, not measured: a structure of composition C33H55NP2Y, with ωB97M-V/def2-TZVPD.

Computed properties:
**Frontier orbital gap (spin up / spin down)**: 6.374 / 4.434 eV
**E_LUMO (spin up / spin down)**: -2.79 / -4.02 eV

ORCA input file:
```
! RIJCOSX wB97M-V def2-TZVPD def2/J DEFGRID3
* xyz 1 1
Y 0.23 -0.52 -0.72
C -0.64 -2.83 1.66
C 0.70 -2.90 1.14
C 0.71 -1.58 3.01
C -0.62 -2.01 2.81
C 1.52 -2.07 1.98
C -1.80 -3.63 1.20
H -1.72 -3.90 0.14
H -2.74 -3.07 1.33
H -1.89 -4.56 1.78
C -1.75 -1.67 3.69
H -2.66 -2.19 3.40
H -1.96 -0.59 3.64
H -1.53 -1.89 4.75
C 1.14 -0.76 4.19
H 0.88 -1.26 5.14
H 0.65 0.22 4.18
H 2.22 -0.60 4.18
C 3.00 -1.96 1.91
H 3.48 -2.66 2.61
H 3.32 -0.94 2.18
H 3.37 -2.17 0.90
C 1.21 -3.91 0.19
H 1.61 -4.78 0.76
H 2.04 -3.53 -0.43
H 0.42 -4.30 -0.48
C -1.65 0.30 -4.51
C -1.77 -1.03 -4.41
C -0.88 -1.98 -5.15
C 0.65 -1.64 -5.08
C 1.13 -0.92 -3.83
C 1.27 0.42 -3.79
C 0.69 1.33 -4.84
C -0.68 0.94 -5.44
H -1.15 -2.05 -6.22
H 0.94 -1.10 -6.00
H -0.99 -2.99 -4.75
H -0.50 0.29 -6.31
H -2.34 1.00 -4.00
H -2.63 -1.52 -3.90
H -1.16 1.85 -5.86
H 0.61 2.36 -4.47
H 1.95 0.93 -3.10
H 1.37 1.43 -5.70
H 1.20 -2.60 -5.13
H 1.61 -1.57 -3.07
P -2.26 -0.36 -1.40
P 2.55 1.00 -0.45
C -0.86 1.15 -1.93
C 0.40 1.78 -1.31
H -1.55 1.95 -2.19
H -0.55 0.62 -2.85
H 1.01 2.24 -2.09
H 0.18 2.49 -0.50
C 3.17 2.58 0.20
H 3.81 2.35 1.06
H 2.31 3.18 0.54
H 3.72 3.11 -0.59
C 3.78 0.28 -1.62
H 4.22 1.09 -2.24
H 3.31 -0.48 -2.29
H 4.55 -0.25 -1.01
C -3.88 -0.20 -2.15
H -4.44 -1.14 -1.99
H -3.92 0.03 -3.22
H -4.43 0.60 -1.63
C -1.36 -1.91 -1.96
H -0.51 -2.39 -1.35
H -0.96 -1.89 -3.00
H -2.14 -2.68 -1.97
C -0.39 2.76 5.34
N 0.73 2.38 4.49
C 1.99 2.67 5.15
C 0.68 2.67 3.08
C -0.62 2.28 2.40
C -1.69 3.19 2.58
C -2.99 2.84 2.22
C -3.20 1.58 1.70
C -2.12 0.69 1.49
C -0.81 1.13 1.63
H -0.14 2.43 6.36
H -1.33 2.27 5.05
H -0.56 3.85 5.39
H 1.96 2.23 6.15
H 2.82 2.22 4.59
H 2.18 3.75 5.26
H 0.84 3.76 2.90
H 1.51 2.14 2.59
H -1.48 4.17 3.03
H -3.80 3.56 2.37
H -4.21 1.26 1.42
H -2.35 -0.33 1.16
*
```

#2
Computed, not measured: a structure of composition C33H55NP2Y, with ωB97M-V/def2-TZVPD.

Computed properties:
**Frontier orbital gap**: 6.992 eV
**E_LUMO**: -2.61 eV

ORCA input file:
```
! RIJCOSX wB97M-V def2-TZVPD def2/J DEFGRID3
* xyz 1 1
Y -0.68 -0.05 0.05
C -3.23 -0.11 0.89
C -3.17 0.56 -0.39
C -2.91 -1.72 -0.74
C -3.08 -1.51 0.66
C -2.95 -0.45 -1.39
C -3.60 0.50 2.18
H -3.27 1.55 2.26
H -3.15 -0.05 3.02
H -4.70 0.48 2.32
C -3.25 -2.60 1.64
H -3.48 -2.20 2.63
H -2.34 -3.22 1.72
H -4.07 -3.27 1.32
C -2.94 -3.05 -1.37
H -3.85 -3.60 -1.08
H -2.09 -3.67 -1.05
H -2.89 -2.99 -2.46
C -2.94 -0.25 -2.86
H -3.94 -0.44 -3.29
H -2.24 -0.94 -3.36
H -2.64 0.77 -3.14
C -3.61 1.95 -0.66
H -4.67 1.97 -0.98
H -3.02 2.42 -1.47
H -3.52 2.58 0.22
C 2.93 3.59 2.00
C 1.76 4.20 2.30
C 1.31 5.49 1.68
C 1.50 5.57 0.14
C 1.35 4.27 -0.58
C 2.40 3.51 -0.95
C 3.79 3.63 -0.44
C 3.97 4.09 1.04
H 1.83 6.35 2.14
H 2.45 6.07 -0.08
H 0.24 5.63 1.90
H 4.07 5.19 1.07
H 3.27 2.76 2.64
H 1.21 3.92 3.20
H 4.93 3.68 1.37
H 4.29 2.65 -0.55
H 2.40 2.92 -1.86
H 4.36 4.33 -1.08
H 0.72 6.25 -0.24
H 0.34 4.07 -0.97
P 0.48 1.09 2.02
P 0.84 0.38 -2.12
C 1.90 1.06 0.80
C 2.07 0.38 -0.62
H 2.75 0.73 1.41
H 2.04 2.14 0.66
H 2.94 0.87 -1.09
H 2.36 -0.67 -0.47
C 1.66 -0.78 -3.27
H 0.89 -1.18 -3.95
H 2.12 -1.62 -2.72
H 2.42 -0.26 -3.86
C 0.83 1.89 -3.14
H 1.75 1.97 -3.73
H 0.70 2.79 -2.52
H -0.03 1.88 -3.82
C 1.06 1.30 3.69
H 0.20 1.48 4.35
H 1.77 2.12 3.79
H 1.55 0.36 4.00
C -0.55 2.44 1.31
H -1.13 2.22 0.38
H 0.11 3.27 1.05
H -1.26 2.80 2.07
C -0.53 -6.14 -0.48
N -0.47 -5.08 -1.45
C -0.69 -5.56 -2.81
C 0.58 -4.07 -1.32
C 0.73 -3.53 0.08
C 1.48 -4.29 1.00
C 1.49 -3.95 2.36
C 0.75 -2.85 2.79
C 0.06 -2.06 1.84
C 0.16 -2.33 0.48
H -1.39 -6.77 -0.75
H -0.70 -5.76 0.53
H 0.37 -6.78 -0.47
H -1.60 -6.17 -2.81
H -0.83 -4.71 -3.49
H 0.14 -6.18 -3.18
H 1.55 -4.48 -1.68
H 0.32 -3.25 -2.01
H 2.02 -5.18 0.64
H 2.06 -4.55 3.06
H 0.70 -2.58 3.84
H -0.55 -1.22 2.22
*
```

#2 has the most favorable energy; the next structure is 177.7 kcal/mol above.

#1
Computed, not measured: a cluster of 2 separate species, C12H17O2Si in total, with ωB97M-V/def2-TZVPD.

Computed properties:
**Frontier orbital gap**: 6.568 eV
**E_LUMO**: 3.41 eV

ORCA input file:
```
! RIJCOSX wB97M-V def2-TZVPD def2/J DEFGRID3
* xyz -1 1
C 1.81 3.04 -0.32
C 2.38 1.80 -0.39
C 0.45 3.16 -0.32
C 1.55 0.67 -0.43
C -0.38 2.11 -0.57
C 0.14 0.78 -0.47
C -0.26 -1.47 -1.39
C 3.33 -1.64 1.18
C -3.81 -1.08 -0.57
C -2.48 0.59 1.63
C 2.71 -2.77 1.11
C -0.56 -0.43 -0.47
O -0.73 -2.61 -1.33
O 0.59 -1.25 -2.50
Si -2.14 -0.79 0.38
H 2.52 3.85 -0.26
H 3.39 1.74 -0.56
H 0.03 4.08 -0.14
H 1.90 -0.33 -0.35
H -1.38 2.29 -0.92
H 3.25 -0.91 0.43
H 3.79 -1.18 2.04
H 0.73 -0.30 -2.34
H -4.66 -0.44 -0.17
H -3.75 -0.85 -1.68
H -4.12 -2.15 -0.46
H -2.77 0.16 2.51
H -1.53 1.05 1.80
H -3.10 1.52 1.30
H 2.52 -3.23 0.12
H 2.51 -3.45 1.92
H -1.94 -1.95 1.18
*
```

#2
Computed, not measured: a structure of composition C12H17O2Si, with ωB97M-V/def2-TZVPD.

Computed properties:
**Frontier orbital gap**: 7.810 eV
**E_LUMO**: 3.51 eV

ORCA input file:
```
! RIJCOSX wB97M-V def2-TZVPD def2/J DEFGRID3
* xyz -1 1
C -3.49 -0.16 -1.47
C -2.83 -1.40 -1.58
C -2.72 0.98 -1.17
C -1.52 -1.49 -1.26
C -1.38 0.86 -0.90
C -0.75 -0.39 -0.78
C 1.26 -1.87 -0.06
C 2.78 1.06 -0.74
C -0.04 -0.88 2.91
C 0.34 1.71 1.62
C 1.91 0.18 -1.55
C 0.59 -0.61 -0.36
O 1.88 -1.70 1.05
O 1.22 -2.88 -0.80
Si 0.97 -0.07 1.54
H -4.62 -0.09 -1.63
H -3.35 -2.14 -2.18
H -3.33 1.93 -0.99
H -0.84 -2.25 -1.60
H -0.69 1.74 -0.64
H 3.26 0.36 0.01
H 2.17 1.80 -0.17
H 3.52 1.51 -1.30
H 0.06 -0.35 3.91
H -1.10 -0.93 2.55
H 0.34 -1.87 2.96
H 0.54 2.11 2.63
H 0.67 2.49 0.99
H -0.76 1.90 1.57
H 1.29 0.61 -2.33
H 2.23 -0.72 -2.05
H 2.37 0.55 1.78
*
```

#2 has the most favorable energy; the next structure is 9.8 kcal/mol above.

#1
Computed, not measured: a structure of composition C2H4NOP, with ωB97M-V/def2-TZVPD.

Computed properties:
**Frontier orbital gap**: 8.875 eV
**E_LUMO**: -0.44 eV

ORCA input file:
```
! RIJCOSX wB97M-V def2-TZVPD def2/J DEFGRID3
* xyz 0 1
C -1.86 0.67 -0.20
C 1.70 -0.89 0.49
N -1.19 -0.43 0.20
O -1.26 1.67 -0.54
P 0.35 -0.31 -0.27
H -2.88 0.66 0.13
H 2.70 -0.70 -0.11
H 1.83 -1.36 1.43
H 0.61 0.69 -1.14
*
```

#2
Computed, not measured: an isolated molecule of C2H4NOP, with ωB97M-V/def2-TZVPD.

Computed properties:
**Frontier orbital gap (spin up / spin down)**: 6.315 / 6.724 eV
**E_LUMO (spin up / spin down)**: -0.04 / 0.20 eV

ORCA input file:
```
! RIJCOSX wB97M-V def2-TZVPD def2/J DEFGRID3
* xyz 0 1
C -0.02 -0.66 -0.72
C 0.70 -1.55 -1.45
N -0.40 0.33 0.05
O -0.63 2.01 1.95
P -1.72 1.16 1.08
H 0.76 -2.50 -0.99
H 0.97 -1.18 -2.43
H 0.41 0.91 0.07
H -0.07 1.48 2.44
*
```

#1 has the most favorable energy; the next structure is 29.9 kcal/mol above.

#1
Computed, not measured: an isolated molecule of C6H7FS, with ωB97M-V/def2-TZVPD.

Computed properties:
**Frontier orbital gap**: 8.616 eV
**E_LUMO**: 0.88 eV

ORCA input file:
```
! RIJCOSX wB97M-V def2-TZVPD def2/J DEFGRID3
* xyz 0 1
C -2.62 0.13 0.00
C -1.33 -0.62 0.00
C -0.11 -0.08 0.00
C 1.19 -0.88 0.01
C 2.29 0.14 -0.01
F 3.55 -0.31 0.00
C 1.95 1.43 0.00
S 0.20 1.68 0.00
H -2.45 1.23 -0.02
H -3.22 -0.11 -0.86
H -3.24 -0.12 0.88
H -1.38 -1.71 0.00
H 1.27 -1.53 0.89
H 1.26 -1.53 -0.90
H 2.63 2.29 0.00
*
```

#2
Computed, not measured: a structure of composition C6H7FS, with ωB97M-V/def2-TZVPD.

Computed properties:
**Frontier orbital gap**: 7.426 eV
**E_LUMO**: -0.96 eV

ORCA input file:
```
! RIJCOSX wB97M-V def2-TZVPD def2/J DEFGRID3
* xyz 0 1
C -1.37 1.76 -1.35
C -0.16 1.69 -0.43
C -0.08 0.28 0.03
C 1.03 -0.23 0.69
C 1.12 -1.69 0.76
C 0.26 -2.46 1.35
H -2.22 2.29 -0.39
H -1.79 0.38 -1.70
H -1.14 2.74 -2.40
H -0.84 -0.35 -0.44
H 2.02 -2.27 0.04
H 0.69 -3.42 1.40
H -0.71 -1.98 2.25
F 2.17 0.42 0.58
S 1.03 2.84 -0.38
*
```

#1 has the most favorable energy; the next structure is 169.5 kcal/mol above.

#1
Computed, not measured: a structure of composition ClH12O6, with ωB97M-V/def2-TZVPD.

Computed properties:
**Frontier orbital gap**: 10.152 eV
**E_LUMO**: 3.55 eV

ORCA input file:
```
! RIJCOSX wB97M-V def2-TZVPD def2/J DEFGRID3
* xyz -1 1
Cl -16.33 13.79 -5.75
O -15.23 14.00 -8.04
H -15.59 13.94 -7.15
H -14.43 13.47 -8.01
O -15.03 11.45 -5.88
H -14.82 11.41 -4.95
H -15.29 12.35 -6.04
O -18.00 15.32 -4.64
H -17.21 14.85 -4.91
H -17.99 15.28 -3.68
O -18.02 12.87 -7.66
H -17.39 12.57 -8.32
H -17.49 13.19 -6.94
O -15.22 16.47 -6.32
H -16.10 16.74 -6.58
H -15.35 15.64 -5.86
O -16.19 12.82 -3.37
H -17.05 12.74 -2.96
H -16.36 13.28 -4.19
*
```

#2
Computed, not measured: a structure of composition ClH12O6, with ωB97M-V/def2-TZVPD.

Computed properties:
**Frontier orbital gap**: 10.015 eV
**E_LUMO**: 3.60 eV

ORCA input file:
```
! RIJCOSX wB97M-V def2-TZVPD def2/J DEFGRID3
* xyz -1 1
Cl 3.78 9.33 -11.42
O 4.37 6.65 -11.30
H 4.22 7.58 -11.12
H 5.32 6.56 -11.30
O 4.94 9.93 -13.60
H 4.41 9.30 -14.08
H 4.72 9.79 -12.68
O 1.18 9.48 -12.59
H 1.47 9.08 -13.41
H 1.97 9.52 -12.05
O 1.63 10.39 -10.27
H 0.99 9.68 -10.25
H 2.48 9.95 -10.24
O 3.87 12.14 -10.30
H 3.16 12.32 -9.68
H 3.63 11.31 -10.71
O 5.15 8.81 -9.15
H 4.84 9.00 -10.03
H 5.40 7.89 -9.18
*
```

#3
Computed, not measured: a cluster of 7 separate species, ClH12O6 in total, with ωB97M-V/def2-TZVPD.

Computed properties:
**Frontier orbital gap**: 7.182 eV
**E_LUMO**: 2.90 eV

ORCA input file:
```
! RIJCOSX wB97M-V def2-TZVPD def2/J DEFGRID3
* xyz -1 1
Cl 0.65 0.11 0.56
O -3.61 2.34 -2.66
H -4.15 1.85 -2.04
H -2.79 2.49 -2.20
O -3.78 1.19 3.07
H -4.36 0.90 2.37
H -2.90 0.97 2.76
O 5.33 -1.62 -2.22
H 5.15 -2.49 -2.59
H 4.48 -1.28 -1.97
O 2.80 5.31 1.37
H 2.46 5.36 2.27
H 2.80 4.37 1.18
O -0.64 -2.77 -4.47
H -0.64 -3.71 -4.30
H -0.84 -2.36 -3.63
O 0.14 -3.57 4.53
H 0.46 -3.04 3.80
H -0.59 -4.07 4.17
*
```

#3 has the most favorable energy; the next structure is 13.9 kcal/mol above.